# C5H4NO3

A gas-phase ion, C5H4NO3 (charge -1) at a distorted geometry (ωB97M-V/def2-TZVPD, OMol25).

Element x y z (Å)
C: 0.395 -0.840 -0.732
C: -0.937 -0.650 -0.548
C: -0.999 1.069 1.008
C: 2.045 1.173 -0.979
C: 1.468 0.067 -0.249
N: -1.637 0.313 0.114
O: -2.945 0.249 -0.001
O: 1.382 1.450 0.107
O: 2.181 -0.656 0.766
H: 0.931 -1.687 -1.350
H: -1.661 -1.462 -1.086
H: -1.708 1.927 1.566
H: 1.486 -0.951 1.384

Cartesian forces (eV/Å) of the 2 atoms listed first:
C 1.75 0.25 -1.14
C -2.37 -2.85 -2.51

Computed properties:
Net charge: -1
Frontier orbital gap (spin up / spin down) (eV): 5.309 / 6.559
Multiplicity: 3
Highest occupied orbital energy (spin up / spin down) (eV): -1.3 / -3.4
Maximum force (Eh/bohr): 0.0984
Total energy (a.u.): -473.061654

# C59H81BN5O3S2Si2TeTi

A molecular structure, C59H81BN5O3S2Si2TeTi at a distorted geometry (ωB97M-V/def2-TZVPD, OMol25).

Element x y z (Å)
Ti: -0.931 -0.033 -0.295
C: 4.547 0.788 -3.202
C: 3.320 0.137 -3.829
N: 2.179 1.025 -3.889
C: 2.105 1.990 -4.974
C: 2.417 3.404 -4.494
C: 1.237 1.011 -2.942
S: 1.492 0.161 -1.498
N: 0.149 1.767 -3.186
C: -1.032 1.593 -2.675
O: -1.373 0.606 -1.904
C: -2.059 2.576 -3.056
C: -1.785 3.524 -4.041
C: -2.742 4.460 -4.382
C: -3.974 4.461 -3.743
C: -4.250 3.520 -2.763
C: -3.300 2.578 -2.418
H: 5.326 0.042 -3.070
H: 4.288 1.196 -2.230
H: 4.931 1.585 -3.831
H: 3.038 -0.740 -3.240
H: 3.544 -0.190 -4.848
H: 1.103 1.961 -5.408
H: 2.825 1.687 -5.735
H: 1.678 3.722 -3.763
H: 2.395 4.088 -5.337
H: 3.399 3.448 -4.033
H: -0.825 3.509 -4.527
H: -2.522 5.189 -5.143
H: -4.720 5.193 -4.013
H: -5.207 3.524 -2.260
H: -3.506 1.841 -1.648
S: -3.619 3.184 3.154
C: -2.171 3.474 4.057
C: -1.960 4.398 5.068
C: -0.706 4.461 5.641
C: 0.310 3.605 5.215
C: 0.100 2.678 4.220
C: -1.156 2.594 3.619
N: -1.536 1.738 2.624
C: -2.769 1.891 2.285
C: -3.512 1.063 1.348
C: -4.909 1.087 1.453
C: -5.707 0.276 0.676
C: -5.107 -0.609 -0.205
C: -3.723 -0.638 -0.309
C: -2.880 0.208 0.420
H: -2.759 5.047 5.390
H: -0.516 5.180 6.421
H: 1.283 3.673 5.674
H: 0.894 2.028 3.892
H: -5.371 1.749 2.170
H: -6.780 0.322 0.766
H: -5.710 -1.266 -0.814
H: -3.280 -1.359 -1.002
C: -0.641 -3.521 -5.628
Si: -1.759 -1.999 -5.361
C: -0.731 -0.415 -5.631
C: -3.275 -2.047 -6.512
C: -2.376 -1.914 -3.548
Te: -0.760 -2.244 -2.142
C: -1.181 -4.373 -2.047
Si: -2.784 -4.994 -1.199
C: -2.749 -4.369 0.599
C: -4.403 -4.472 -2.064
C: -2.685 -6.894 -1.319
H: -0.145 -3.464 -6.591
H: -1.206 -4.447 -5.615
H: 0.127 -3.581 -4.858
H: -0.391 -0.317 -6.657
H: 0.147 -0.431 -4.990
H: -1.303 0.477 -5.388
H: -2.969 -1.962 -7.548
H: -3.966 -1.235 -6.311
H: -3.823 -2.979 -6.412
H: -3.131 -2.666 -3.347
H: -2.799 -0.933 -3.339
H: -0.328 -4.798 -1.520
H: -1.123 -4.733 -3.068
H: -2.314 -3.371 0.699
H: -2.162 -5.042 1.216
H: -3.743 -4.340 1.034
H: -4.645 -3.423 -1.924
H: -5.228 -5.044 -1.650
H: -4.377 -4.680 -3.129
H: -1.757 -7.279 -0.908
H: -2.746 -7.217 -2.354
H: -3.503 -7.364 -0.785
O: 0.178 0.100 1.185
O: -0.432 -1.161 0.926
C: 1.868 -4.853 2.028
C: 1.155 -3.546 1.644
C: 2.185 -2.685 0.924
C: 0.470 -3.000 2.893
C: -0.508 -3.860 3.395
C: -1.141 -3.640 4.599
C: -0.780 -2.543 5.353
C: 0.128 -1.613 4.869
C: 0.419 -0.416 5.748
C: -0.873 0.260 6.214
C: 1.258 -0.836 6.962
C: 0.734 -1.822 3.614
N: 1.562 -0.788 3.082
B: 1.345 0.059 1.960
N: 2.439 0.987 1.890
C: 3.200 0.734 3.032
C: 2.702 -0.312 3.716
C: 2.927 1.917 0.920
C: 4.241 1.828 0.412
C: 4.683 2.835 -0.447
C: 3.871 3.856 -0.889
C: 2.570 3.897 -0.445
C: 2.104 2.974 0.483
C: 0.733 3.238 1.057
C: -0.386 3.128 0.015
C: 0.708 4.629 1.701
C: 5.298 0.747 0.611
C: 6.291 1.088 1.730
C: 4.771 -0.677 0.739
H: 2.308 -5.315 1.149
H: 1.191 -5.567 2.482
H: 2.665 -4.644 2.738
H: 0.354 -3.778 0.925
H: 3.001 -2.425 1.589
H: 1.755 -1.776 0.509
H: 2.600 -3.251 0.089
H: -0.777 -4.738 2.826
H: -1.893 -4.328 4.955
H: -1.234 -2.397 6.320
H: 0.992 0.318 5.184
H: -1.403 -0.352 6.940
H: -1.533 0.446 5.370
H: -0.643 1.211 6.689
H: 0.696 -1.513 7.600
H: 1.530 0.041 7.546
H: 2.170 -1.343 6.655
H: 4.018 1.372 3.290
H: 3.094 -0.768 4.601
H: 5.703 2.802 -0.801
H: 4.253 4.604 -1.567
H: 1.916 4.681 -0.794
H: 0.527 2.495 1.823
H: -0.149 3.666 -0.904
H: -1.311 3.542 0.420
H: -0.563 2.059 -0.213
H: 0.869 5.406 0.959
H: 1.485 4.708 2.454
H: -0.252 4.807 2.176
H: 5.882 0.765 -0.319
H: 5.871 0.899 2.713
H: 6.585 2.133 1.671
H: 7.183 0.475 1.629
H: 4.458 -0.893 1.754
H: 5.555 -1.384 0.472
H: 3.936 -0.827 0.060

Cartesian forces (eV/Å) of the 2 atoms listed first:
Ti -1.14 0.90 -1.21
C -0.25 -0.12 -0.07

Computed properties:
Net charge: +1
Frontier orbital gap (eV): 6.875
Highest occupied orbital energy (eV): -10.0
Maximum force (Eh/bohr): 0.0754
Total energy (a.u.): -5313.996219

# C2H8OS

2 unconnected molecules or ions with the total composition C2H8OS at a distorted geometry (ωB97M-V/def2-TZVPD, OMol25).

Element x y z (Å)
C: -1.786 0.662 -1.079
S: -1.411 -0.341 0.466
H: -2.645 0.196 -1.485
H: -0.793 0.812 -1.575
H: -2.110 1.716 -0.759
H: -0.194 0.180 0.812
C: 2.229 -0.739 -0.121
O: 2.193 0.649 0.321
H: 1.883 -1.437 0.718
H: 3.295 -0.939 -0.314
H: 1.653 -0.813 -1.008
H: 1.280 1.016 0.798

Cartesian forces (eV/Å) of the 2 atoms listed first:
C 1.59 1.69 2.43
S -0.30 0.81 -1.00

Computed properties:
Net charge: +1
Frontier orbital gap (spin up / spin down) (eV): 9.810 / 4.932
Multiplicity: 2
Highest occupied orbital energy (spin up / spin down) (eV): -14.5 / -14.5
Maximum force (Eh/bohr): 0.0882
Total energy (a.u.): -554.009379

# C50H69BN2O11S2

5 unconnected molecules or ions with the total composition C50H69BN2O11S2 at a distorted geometry (ωB97M-V/def2-TZVPD, OMol25).

Element x y z (Å)
C: 10.824 2.636 -1.457
C: 9.734 1.484 -1.232
C: 10.372 0.015 -1.524
C: 9.278 -1.055 -1.019
C: 7.991 -1.178 -1.975
C: 6.779 -1.757 -1.061
C: 6.837 -3.375 -1.222
C: 5.565 -4.098 -0.537
C: 4.683 -4.716 -1.739
C: 4.035 -3.493 -2.595
C: 2.825 -4.122 -3.446
C: 1.356 -3.734 -2.852
C: 0.340 -3.934 -4.086
O: 0.334 -5.087 -4.599
O: -0.477 -2.912 -4.638
C: -1.583 -2.549 -3.765
C: -2.793 -2.099 -4.760
C: -4.003 -1.385 -3.997
C: -3.620 0.030 -3.320
C: -4.433 0.272 -1.924
N: -3.474 0.503 -0.804
C: -3.490 -0.580 0.219
C: -4.905 -0.842 0.928
C: -5.146 -2.444 0.930
C: -3.992 -3.251 1.698
C: -3.573 1.850 -0.222
S: -4.926 2.553 0.455
S: -2.032 2.917 -0.278
C: -1.616 2.879 -2.116
C: -0.436 3.886 -2.506
C: 0.354 3.309 -3.810
B: -2.176 -3.765 -2.856
N: -3.299 -4.680 -3.239
O: -1.585 -3.984 -1.533
H: 11.844 2.434 -0.963
H: 10.404 3.619 -1.047
H: 10.927 2.780 -2.593
H: 8.877 1.604 -1.994
H: 9.327 1.504 -0.161
H: 11.291 -0.130 -0.842
H: 10.668 -0.123 -2.619
H: 9.713 -2.111 -0.901
H: 8.953 -0.712 0.032
H: 7.718 -0.210 -2.519
H: 8.215 -1.984 -2.772
H: 5.763 -1.326 -1.349
H: 6.927 -1.552 0.052
H: 7.843 -3.701 -0.798
H: 6.810 -3.562 -2.356
H: 4.982 -3.340 0.092
H: 5.894 -4.973 0.139
H: 5.369 -5.272 -2.476
H: 3.846 -5.371 -1.328
H: 3.592 -2.677 -1.929
H: 4.847 -3.051 -3.263
H: 2.974 -5.266 -3.449
H: 2.837 -3.826 -4.561
H: 1.329 -2.690 -2.401
H: 1.086 -4.565 -2.105
H: -1.309 -1.622 -3.130
H: -3.125 -3.069 -5.285
H: -2.374 -1.377 -5.536
H: -4.790 -1.136 -4.806
H: -4.557 -2.091 -3.267
H: -2.500 0.137 -3.093
H: -3.952 0.849 -4.062
H: -5.107 -0.638 -1.803
H: -5.099 1.190 -2.030
H: -2.739 -0.305 1.051
H: -3.070 -1.545 -0.256
H: -4.944 -0.493 2.024
H: -5.798 -0.369 0.378
H: -6.154 -2.717 1.394
H: -5.167 -2.829 -0.156
H: -3.915 -2.968 2.799
H: -4.236 -4.375 1.646
H: -2.960 -3.129 1.230
H: -1.318 1.840 -2.476
H: -2.584 3.151 -2.677
H: 0.360 4.027 -1.703
H: -0.847 4.906 -2.844
H: -0.348 3.327 -4.715
H: 0.661 2.225 -3.582
H: 1.301 3.908 -4.025
H: -4.136 -4.376 -2.719
H: -3.063 -5.611 -2.865
H: -1.472 -3.124 -1.071
C: -6.313 -0.127 6.643
C: -5.133 -0.531 7.115
C: -3.877 -0.237 6.393
O: -2.801 -0.606 6.822
C: -3.980 0.524 5.129
C: -5.160 0.927 4.657
C: -6.415 0.633 5.379
O: -7.491 1.003 4.948
H: -7.243 -0.335 7.158
H: -5.041 -1.088 8.039
H: -3.050 0.731 4.613
H: -5.253 1.484 3.733
C: -9.751 1.151 2.356
C: -10.362 1.458 3.501
C: -11.645 0.829 3.878
O: -12.204 1.110 4.922
C: -12.225 -0.153 2.938
C: -11.615 -0.460 1.793
C: -10.330 0.169 1.416
O: -9.771 -0.112 0.372
H: -8.811 1.603 2.065
H: -9.951 2.173 4.200
H: -13.165 -0.604 3.230
H: -12.026 -1.176 1.092
C: 15.720 1.004 -1.737
C: 16.935 1.432 -2.079
C: 17.459 2.725 -1.589
O: 18.566 3.118 -1.902
C: 16.583 3.523 -0.703
C: 15.368 3.094 -0.361
C: 14.845 1.801 -0.852
O: 13.736 1.408 -0.539
H: 15.321 0.060 -2.088
H: 17.589 0.860 -2.726
H: 16.982 4.467 -0.353
H: 14.714 3.666 0.285
C: -7.991 5.868 6.054
C: -8.423 5.370 4.895
C: -9.860 5.122 4.656
O: -10.255 4.665 3.599
C: -10.800 5.448 5.749
C: -10.368 5.946 6.908
C: -8.931 6.195 7.148
O: -8.536 6.651 8.205
H: -6.942 6.056 6.248
H: -7.748 5.126 4.084
H: -11.849 5.261 5.556
H: -11.043 6.190 7.720

Cartesian forces (eV/Å) of the 2 atoms listed first:
C -0.75 0.28 -0.24
C 0.97 -0.64 -0.76

Computed properties:
Net charge: 0
Frontier orbital gap (eV): 6.882
Highest occupied orbital energy (eV): -8.7
Maximum force (Eh/bohr): 0.0939
Total energy (a.u.): -3704.668319